Record 1
19
Properties=species:S:1:pos:R:3:forces:R:3 method="wB97M-V/def2-TZVPD" homo_energy_ev="-6.9 / -8.0" total_energy_ev=-11299.6985 fmax_ev_per_a=1.57 orbital_gap_ev="7.143 / 8.502"
N 0.211 -1.889 -0.024 0.1 -0.4 -0.3
N 0.296 -0.620 0.497 0.1 1.3 -0.4
N 0.166 1.549 -0.657 0.0 0.1 -0.1
N -2.486 0.366 1.668 -0.2 0.0 0.2
C 0.224 0.429 -0.168 0.5 -1.2 0.8
C -2.095 0.226 0.510 -0.8 0.2 -0.1
C 3.521 0.605 0.460 -0.2 0.1 0.0
C -2.871 0.205 -0.757 -0.2 0.0 0.0
C 2.669 -0.136 -0.213 1.4 0.0 0.0
H -2.521 1.012 -1.402 0.0 0.0 0.0
H -3.943 0.322 -0.558 0.1 0.0 0.0
H -1.784 0.366 2.407 0.1 0.0 -0.1
H -0.143 -2.511 0.688 -0.1 0.1 -0.1
H 4.606 0.457 0.412 -0.2 -0.1 -0.1
H 1.079 1.887 -0.971 -0.1 0.0 0.0
H -2.706 -0.736 -1.287 0.0 0.0 0.0
H 2.895 -1.000 -0.833 -0.3 0.1 0.0
H -0.323 -1.951 -0.884 -0.1 0.0 0.1
H 3.205 1.419 1.112 0.0 -0.1 -0.1


Record 2
20
Properties=species:S:1:pos:R:3:forces:R:3 method="wB97M-V/def2-TZVPD" homo_energy_ev="-9.5 / -9.5" spin_multiplicity=2 total_energy_ev=-11969.6886 fmax_ev_per_a=5.46 s_squared=0.7560 orbital_gap_ev="10.034 / 6.591"
O -0.536 0.953 0.592 4.3 2.1 0.6
O -0.737 3.130 -0.589 0.5 -2.6 1.4
O 2.818 -1.069 0.444 0.7 1.7 1.2
N 0.638 -1.578 0.047 -1.6 1.8 -0.3
C 1.493 -0.548 0.707 1.2 -4.2 1.8
C -1.684 -0.722 -0.632 0.4 -2.9 0.6
C -1.649 0.419 0.603 -4.1 -3.6 -0.6
C -0.150 -0.981 -1.110 -1.2 1.7 2.6
H 1.546 0.454 0.359 -0.6 0.5 -0.5
H 0.242 0.062 -1.497 -0.4 -2.1 1.2
H -2.245 -0.427 -1.480 -0.6 1.3 -0.7
H -1.596 -0.266 1.526 -0.9 0.4 -0.7
H -0.469 2.262 0.015 -0.4 3.2 -1.5
H 0.008 -2.141 0.709 1.2 1.5 -1.3
H -2.370 -1.721 -0.341 2.4 2.4 -0.2
H 1.267 -0.562 1.867 0.6 0.2 -2.1
H 2.787 -1.896 -0.016 -0.7 -0.6 -0.2
H -2.514 1.102 0.474 -0.1 -0.4 0.5
H -0.055 -1.621 -1.933 -0.4 -1.1 -1.2
H -1.482 2.675 -1.001 -0.2 0.7 -0.5


Record 3
44
Properties=species:S:1:pos:R:3:forces:R:3 method="wB97M-V/def2-TZVPD" smiles="CCCCN(CCCC)Cc1ccc(C(=O)NN)o1" homo_energy_ev=-8.6 total_energy_ev=-23488.1324 fmax_ev_per_a=1.31 orbital_gap_ev=9.350
O -0.716 -1.172 1.029 0.2 -0.3 -0.1
O -3.780 -2.976 0.666 -0.1 0.2 0.0
N -1.649 -3.596 0.265 0.3 -0.3 0.0
N 1.211 1.383 0.250 0.0 0.0 0.1
N -2.011 -4.827 -0.317 -0.1 -0.1 0.0
C -1.701 0.660 1.822 0.6 -0.2 -0.1
C 0.889 0.623 1.449 0.0 -0.2 -0.2
C 0.486 2.642 0.156 0.2 0.1 -0.1
C -2.699 -0.304 1.572 0.2 -0.9 -0.4
C -2.051 -1.410 1.086 -0.9 0.9 0.4
C 1.265 3.669 -0.684 -0.4 -0.1 -0.2
C -2.591 -2.703 0.661 0.3 -0.5 -0.1
C 2.203 -0.470 -1.078 0.0 0.4 0.0
C 0.520 4.114 -1.942 0.3 0.2 0.1
C 1.339 5.107 -2.756 -0.2 -0.1 0.0
C 3.604 0.126 -0.966 0.0 -0.4 0.1
C 4.682 -0.950 -1.003 -0.1 0.2 0.0
C 1.120 0.604 -0.975 0.1 -0.2 0.0
C -0.508 0.082 1.480 -0.2 0.7 0.4
H 1.251 1.298 -1.806 0.0 0.0 -0.1
H 1.590 -0.211 1.521 0.0 0.0 0.1
H 4.629 -1.514 -1.932 0.0 -0.1 -0.1
H 3.673 0.689 -0.034 0.0 0.1 -0.1
H -3.755 -0.211 1.723 -0.2 -0.1 0.0
H -1.970 -5.561 0.393 -0.1 0.3 -0.1
H 2.279 4.659 -3.071 0.1 0.0 -0.1
H 2.093 -0.971 -2.043 0.0 -0.1 0.0
H 0.285 3.246 -2.561 -0.1 -0.1 0.0
H -0.522 2.498 -0.265 0.0 0.0 0.1
H 1.043 1.278 2.311 0.0 -0.1 0.0
H -0.427 4.577 -1.653 -0.1 -0.1 0.0
H -1.844 1.647 2.212 0.1 0.2 0.1
H 5.671 -0.503 -0.930 0.1 0.0 0.0
H 0.127 0.136 -1.089 0.0 0.1 0.0
H 1.565 5.992 -2.164 0.1 0.1 0.0
H 0.793 5.419 -3.644 0.0 0.1 -0.1
H -2.991 -4.736 -0.592 0.2 0.0 0.1
H 3.761 0.826 -1.789 0.0 0.1 0.0
H 2.064 -1.226 -0.303 0.0 -0.1 0.0
H 4.559 -1.645 -0.175 0.0 -0.1 0.1
H 2.224 3.230 -0.960 0.1 0.0 0.0
H 1.477 4.551 -0.078 0.1 0.0 0.0
H -0.688 -3.319 0.129 -0.2 0.1 -0.1
H 0.362 3.023 1.172 -0.1 0.0 0.0


Record 4
64
Properties=species:S:1:pos:R:3:forces:R:3 method="wB97M-V/def2-TZVPD" homo_energy_ev="-5.6 / -5.6" spin_multiplicity=2 total_energy_ev=-66162.8407 fmax_ev_per_a=2.26 charge=-1 s_squared=0.7527 orbital_gap_ev="7.361 / 7.487"
Cs -1.014 -0.533 0.047 1.4 1.2 0.0
Cl -2.783 2.299 -3.916 0.0 0.0 0.0
O -3.582 -2.047 -5.147 -0.1 0.1 -0.1
O -6.191 -2.283 -3.662 0.0 -0.2 0.0
O -3.235 -0.099 -0.837 -2.1 0.3 -0.9
O -1.953 -0.209 -3.581 0.0 0.1 0.1
O -5.070 -2.420 -0.805 -0.2 0.1 0.1
O -2.142 -1.855 2.294 -0.2 -0.6 0.3
N 1.973 -0.584 1.397 0.2 0.1 0.0
N 2.652 -0.662 -1.000 0.2 0.0 0.0
N 1.775 -2.789 0.061 0.1 -0.2 0.2
N 0.445 -2.789 -0.160 0.7 -1.1 -0.1
N 3.992 -1.910 0.803 0.0 0.1 0.0
N -1.611 2.901 0.307 0.0 -0.1 -0.1
N 5.118 -1.908 0.058 -0.1 -0.1 0.1
N 0.871 -0.820 2.136 0.4 -0.1 0.6
N 1.853 0.419 -1.165 0.1 0.0 -0.1
N -2.445 -1.171 3.150 -0.1 0.2 0.3
C -3.449 5.700 3.011 0.0 0.0 0.0
C 1.772 1.165 2.728 0.0 0.0 0.0
C 0.116 -4.044 -0.431 0.2 -0.1 0.0
C -2.803 4.738 2.052 0.0 0.0 0.0
C -5.102 -2.028 -3.227 0.1 0.2 -0.1
C 0.738 0.230 2.934 0.3 -0.1 0.1
C 6.072 -2.373 0.850 0.0 0.0 0.0
C 5.573 -2.688 2.129 0.1 0.0 0.0
C 2.531 0.602 1.730 -0.1 -0.1 0.1
C -3.090 -0.823 -3.130 -0.1 0.0 0.1
C -4.704 -1.808 -1.776 0.2 0.0 -0.1
C 1.245 -4.882 -0.405 0.0 0.0 0.0
C 3.073 0.083 -3.034 -0.1 0.0 0.0
C -3.843 -1.673 -4.022 0.1 0.0 0.1
C 3.385 -0.891 -2.114 -0.1 0.1 0.0
C -3.605 -0.771 -1.821 -0.3 0.1 -0.3
C 2.282 -4.034 -0.087 -0.1 0.0 0.0
C -2.780 3.467 0.019 0.0 -0.1 0.1
C -3.405 4.384 0.853 0.0 0.0 0.0
C 4.238 -2.374 2.050 0.0 0.0 0.0
C -1.693 1.077 -3.128 -0.1 0.0 -0.1
C 2.111 0.876 -2.381 0.0 -0.1 0.0
C -1.576 4.152 2.345 0.0 0.0 0.0
C -1.023 3.249 1.453 -0.1 0.0 -0.1
B 2.586 -1.495 0.303 -0.1 0.0 -0.2
H -4.303 6.200 2.554 0.0 0.0 0.0
H -0.684 1.329 -3.425 0.0 0.0 -0.1
H -2.738 6.459 3.340 0.0 0.0 0.0
H -1.850 1.208 -2.063 -0.1 0.0 0.0
H 7.082 -2.460 0.476 0.0 0.0 0.0
H -3.803 5.172 3.899 0.0 0.0 0.0
H 1.606 1.760 -2.741 0.0 0.0 0.0
H 6.110 -3.078 2.978 0.0 0.0 0.0
H 3.424 0.955 1.239 -0.1 0.0 0.0
H -1.059 4.389 3.269 0.0 0.0 0.0
H 4.082 -1.709 -2.164 0.0 0.0 0.0
H -3.245 3.162 -0.914 0.0 0.0 0.0
H 3.477 0.205 -4.026 0.0 0.0 0.0
H 1.300 -5.941 -0.593 0.0 0.0 0.0
H -4.363 4.806 0.570 0.0 0.0 0.0
H -0.073 2.772 1.665 0.0 0.0 0.0
H 3.447 -2.445 2.782 0.0 0.0 -0.1
H -0.077 0.272 3.644 0.0 0.0 -0.1
H 3.337 -4.232 0.029 0.0 0.1 0.0
H 1.941 2.104 3.229 0.0 0.0 0.0
H -0.913 -4.308 -0.632 0.0 0.1 0.0


Record 5
18
Properties=species:S:1:pos:R:3:forces:R:3 method="wB97M-V/def2-TZVPD" homo_energy_ev=-4.0 total_energy_ev=-46286.5986 fmax_ev_per_a=2.61 charge=-1 orbital_gap_ev=6.631
I 2.303 -2.996 -0.543 0.2 -0.1 0.4
Sb -0.170 -0.463 0.954 -0.5 -0.4 -1.1
Cl -0.504 -0.114 3.389 0.0 0.1 0.6
P 0.319 2.037 0.725 0.4 1.7 0.4
O 1.985 2.065 0.443 -0.9 -0.7 -0.1
O 0.917 -2.106 -2.893 0.5 -1.1 -2.3
O -0.344 2.553 -0.760 0.2 -0.5 0.4
N -2.207 0.006 0.655 0.1 0.0 0.1
C -0.009 -0.729 -1.240 0.6 -0.7 0.5
C 0.926 -1.843 -1.761 -1.4 1.9 0.9
H -2.279 1.021 0.751 -0.1 -0.2 0.0
H 1.544 -0.667 1.231 0.1 0.1 0.0
H -0.520 -2.142 1.224 0.0 0.2 -0.1
H -0.753 3.401 -0.546 0.1 -0.2 -0.2
H 0.268 0.193 -1.782 0.1 -0.3 0.3
H -1.015 -0.996 -1.607 0.4 0.0 0.2
H 2.305 1.148 0.340 0.1 0.2 0.0
H -2.766 -0.367 1.421 0.2 0.0 0.0


Record 6
123
Properties=species:S:1:pos:R:3:forces:R:3 method="wB97M-V/def2-TZVPD" homo_energy_ev=-2.8 total_energy_ev=-125925.3110 fmax_ev_per_a=0.24 charge=-2 orbital_gap_ev=6.744
Pb -0.768 -0.026 -0.766 0.2 0.0 0.0
P -1.477 2.887 -1.420 -0.1 -0.2 -0.1
P 1.061 -0.373 2.278 -0.2 0.1 0.1
F 4.333 2.431 7.470 0.0 0.0 0.0
F -3.341 -5.435 1.779 0.0 0.0 0.0
F -3.961 -4.652 3.700 0.0 0.0 0.0
F 5.104 -3.992 -1.626 0.0 0.0 0.0
F -2.329 -6.063 3.580 0.0 0.0 0.0
F 3.273 0.881 8.545 0.0 0.0 0.0
F 6.487 -3.745 0.015 0.0 0.0 0.0
F 5.141 0.428 7.565 0.0 0.0 0.0
F 6.335 -2.221 -1.514 0.0 0.0 0.0
O 0.082 0.318 -3.031 0.0 0.0 0.0
O 1.812 -0.228 -4.354 0.0 0.0 0.0
O 3.563 3.979 0.784 0.0 0.1 0.0
O 2.123 2.273 1.066 0.0 0.1 -0.1
N -0.194 -2.849 -2.016 0.0 -0.1 0.0
N 2.013 1.896 -1.657 0.0 -0.1 0.1
N -2.453 -1.002 -2.081 -0.1 0.0 0.1
C -3.278 -2.101 -3.876 0.0 0.0 0.0
C -2.004 2.913 -3.167 0.0 0.0 0.0
C 0.826 5.861 0.103 0.0 0.0 0.0
C -2.618 2.663 -5.880 0.0 0.0 0.0
C 4.214 -2.858 1.290 0.0 0.0 0.0
C -2.728 0.792 0.441 0.0 0.1 -0.1
C -3.467 2.016 0.360 0.1 0.0 0.0
C -5.388 3.407 0.999 0.0 0.0 0.0
C 0.165 4.662 -0.121 0.0 0.0 -0.1
C -0.120 -2.809 1.625 0.0 0.0 0.0
C 2.462 1.255 3.966 0.1 0.0 0.0
C -2.201 -1.974 -3.007 0.1 0.1 -0.1
C 2.675 -0.508 6.112 0.0 0.0 0.0
C 0.224 -6.923 0.740 0.0 0.0 0.0
C 2.746 2.892 -1.153 -0.1 0.0 0.0
C 0.897 -3.795 -2.152 0.0 0.1 0.0
C -4.366 0.015 2.092 0.0 0.0 0.0
C -3.199 -0.162 1.309 0.0 0.0 0.0
C 2.821 -0.724 0.174 0.0 0.0 -0.1
C 3.466 3.540 -3.339 0.0 0.0 0.0
C 1.249 0.467 -3.500 0.1 0.0 0.0
C 2.002 -0.890 4.966 -0.1 0.0 0.0
C 2.464 -1.205 1.428 0.1 0.1 0.0
C -3.692 -0.528 -2.346 0.1 0.0 0.0
C 2.783 2.447 -3.848 0.0 0.0 0.0
C 2.046 1.661 -2.970 0.0 0.0 0.1
C -1.012 3.062 -4.138 0.0 0.0 0.0
C 2.814 3.069 0.383 0.0 -0.2 0.0
C -0.669 -6.726 -0.307 0.0 -0.1 -0.1
C 3.456 3.764 -1.972 0.0 0.0 0.0
C -0.433 -5.737 -1.249 0.0 0.0 0.0
C 0.622 6.936 -0.751 0.0 0.0 0.0
C -3.048 3.088 -0.493 0.0 0.0 0.0
C -3.779 4.245 -0.575 0.0 0.0 0.0
C -3.303 2.630 -3.573 0.0 0.0 0.0
C -1.316 2.947 -5.482 0.0 0.0 0.0
C 0.003 -1.834 2.619 0.0 0.0 0.0
C -1.910 -3.862 2.817 0.0 0.0 0.0
C 5.611 -3.077 -0.772 0.0 0.1 0.1
C -4.245 -1.174 -3.444 0.0 0.0 0.0
C -4.655 2.202 1.121 0.0 0.0 0.0
C 3.247 0.759 6.182 0.0 0.0 0.0
C -0.697 4.525 -1.208 0.0 0.0 0.0
C -1.064 -3.818 1.719 0.0 0.0 0.0
C 3.992 1.131 7.425 0.0 0.0 0.0
C 1.877 -0.010 3.888 0.1 -0.1 0.0
C 3.847 -1.330 -0.543 0.0 0.0 0.0
C -1.007 -2.781 -2.993 -0.2 0.1 -0.1
C -0.240 6.808 -1.833 0.0 0.0 0.0
C -4.966 4.407 0.169 0.0 0.0 0.0
C -5.086 1.170 1.993 0.0 0.0 0.0
C 4.540 -2.391 0.020 0.0 0.0 0.0
C -1.825 -2.887 3.804 0.0 0.0 0.0
C -3.607 2.503 -4.924 0.0 0.0 0.0
C 3.171 -2.271 1.982 0.0 0.0 0.0
C 3.152 1.634 5.112 0.0 0.0 -0.1
C -0.895 5.607 -2.064 0.0 0.0 0.0
C 0.697 -4.925 -1.165 0.0 0.0 0.0
C 1.354 -6.125 0.830 0.0 0.0 0.0
C -0.883 -1.877 3.698 0.0 0.0 0.0
C -2.883 -4.989 2.959 0.0 0.1 0.0
C 1.585 -5.135 -0.118 0.0 -0.1 -0.1
H 2.764 -1.190 6.949 0.0 0.0 0.0
H -6.296 3.523 1.583 0.0 0.0 0.0
H -4.690 -0.775 2.762 0.0 0.0 0.0
H 2.407 1.916 3.100 0.0 0.0 0.0
H -0.842 -3.380 -3.901 0.0 0.0 0.0
H -1.548 5.506 -2.923 0.0 0.0 0.0
H 1.538 5.928 0.914 0.0 0.0 0.0
H 1.848 -3.297 -1.944 0.0 0.0 0.0
H 0.512 -2.779 0.747 0.0 0.0 0.0
H 4.096 -0.967 -1.533 0.0 0.0 0.0
H -2.852 2.548 -6.931 0.0 0.0 0.0
H 2.304 0.135 -0.240 0.0 0.0 0.0
H -3.348 -2.797 -4.700 0.0 0.0 0.0
H -5.222 -0.994 -3.867 0.0 0.0 0.0
H 0.371 3.807 0.514 0.0 0.0 0.0
H 2.457 -4.499 -0.035 0.0 0.0 0.0
H -0.392 7.640 -2.511 0.0 0.0 0.0
H 3.992 4.577 -1.503 0.0 0.0 0.0
H -4.618 2.255 -5.221 0.0 0.0 0.0
H -4.082 2.493 -2.835 0.0 0.0 0.0
H -4.119 0.257 -1.739 0.0 0.0 0.0
H -3.439 5.052 -1.213 0.0 0.0 0.0
H -0.854 -1.102 4.454 0.0 0.0 0.0
H 0.012 3.251 -3.835 0.0 0.0 0.0
H 1.567 -1.880 4.912 0.0 0.0 0.0
H 4.766 -3.682 1.723 0.0 0.0 0.0
H -0.527 3.050 -6.218 0.0 0.0 0.0
H 3.613 2.611 5.161 0.0 0.0 0.0
H -5.991 1.319 2.572 0.0 0.0 0.0
H 0.031 -7.684 1.487 0.0 0.0 0.0
H -2.504 -2.910 4.647 0.0 0.0 0.0
H -1.151 -5.562 -2.043 0.0 0.0 0.0
H 2.051 -6.258 1.649 0.0 0.0 0.0
H 1.155 7.865 -0.588 0.0 0.0 0.0
H 2.802 2.182 -4.897 0.0 0.0 0.0
H -5.531 5.327 0.084 0.0 0.0 0.0
H -1.137 -4.556 0.929 0.0 0.1 0.1
H 2.901 -2.648 2.963 0.0 0.0 0.0
H -2.677 -1.116 1.405 0.0 0.0 0.0
H 0.953 -4.191 -3.176 0.0 -0.1 0.0
H -1.562 -7.336 -0.381 0.0 0.0 0.0
H 4.018 4.200 -4.000 0.0 0.0 0.0